# C24H60BeF6O20

C24H60BeF6O20 as an isolated structure at a distorted geometry (ωB97M-V/def2-TZVPD, the OMol25 dataset).

* charge: 0
* multiplicity: 1
* HOMO energy: -9.13 eV
* LUMO: -1.08 eV

Last column: Löwdin charge in e.
Positions of all 111 atoms, in Å:
Be  0.578580  1.094407  0.324856  1.031
C  -1.890920  0.005017  2.121746  -0.460
O  -1.498620  1.332567  2.247416  -0.139
O  -1.215360  -0.430063  1.009466  -0.157
C  -1.717400  -0.613583  3.582616  -0.608
F  -1.965770  -1.935353  3.417066  0.111
F  -0.570380  -0.495363  4.105406  0.242
F  -2.683270  -0.149333  4.381146  0.149
C  -2.407220  2.186167  3.100856  -0.154
C  -1.594430  2.803807  4.345236  -0.028
H  -0.702880  3.359957  4.055536  0.040
H  -2.087300  3.558637  4.957956  0.072
H  -1.252340  1.938677  4.913236  0.062
H  -3.426420  1.830837  3.252786  0.115
H  -2.731500  3.001827  2.454606  0.085
H  -2.942000  -0.039583  1.836536  0.138
C  1.828340  2.134497  -2.597354  -0.374
O  0.589320  1.412817  -2.274414  -0.141
O  2.335930  2.216797  -1.315644  -0.198
C  2.557360  1.434067  -3.765664  -0.521
F  3.847620  1.577537  -3.842544  0.180
F  2.376270  0.084837  -3.923454  0.116
F  2.148720  2.066227  -4.927404  0.092
C  -0.534740  1.651147  -3.166944  -0.230
C  -1.829380  0.898597  -2.883334  -0.059
H  -2.529600  1.584207  -2.406114  0.047
H  -2.499130  0.689397  -3.717464  0.082
H  -1.792610  0.007527  -2.256644  0.071
H  -0.221690  1.086547  -4.045194  0.102
H  -0.732140  2.628697  -3.606874  0.129
H  1.704080  3.194317  -2.819724  0.154
C  5.526420  4.420337  0.474736  -0.261
C  5.403820  2.851867  0.463846  -0.218
O  5.439220  2.457577  -0.910904  -0.068
O  5.696990  4.863557  1.784246  -0.072
H  4.715560  4.909037  -0.065424  0.111
H  6.399420  4.793187  -0.060944  0.115
H  4.605040  2.459747  1.093366  0.099
H  6.291520  2.455417  0.956696  0.114
H  4.496090  2.383857  -1.074234  0.025
H  5.744910  5.820287  1.721226  0.084
C  4.946350  -3.254383  -3.219884  -0.224
C  4.503480  -1.768823  -2.888574  -0.188
O  5.179360  -1.252623  -1.698074  -0.072
O  4.749380  -4.171733  -2.150614  -0.082
H  5.970520  -3.440423  -3.543244  0.111
H  4.343900  -3.603333  -4.058574  0.112
H  3.443600  -1.862423  -2.651964  0.091
H  4.670820  -1.222313  -3.816704  0.108
H  4.789480  -0.423843  -1.410454  0.061
H  5.241750  -3.833533  -1.399094  0.074
C  0.199190  -2.879203  -2.436964  -0.237
C  -1.099880  -3.603203  -3.037054  -0.155
O  -0.673670  -4.859483  -3.676444  -0.092
O  0.818420  -3.641993  -1.436644  -0.044
H  -0.084760  -1.849973  -2.217514  0.105
H  0.813130  -2.671873  -3.313434  0.113
H  -1.530890  -3.034633  -3.861104  0.118
H  -1.696980  -3.774693  -2.141414  0.094
H  0.034540  -5.289443  -3.191504  0.056
H  1.332680  -4.377953  -1.776494  0.099
C  -4.345230  -2.818323  -0.143044  -0.196
C  -4.659450  -2.848763  1.365246  -0.249
O  -6.053370  -2.845363  1.644956  -0.060
O  -3.025250  -2.298733  -0.438874  -0.083
H  -5.075680  -2.077293  -0.467714  0.107
H  -4.637990  -3.763893  -0.599434  0.125
H  -4.290130  -1.962843  1.881816  0.102
H  -4.140490  -3.719843  1.765246  0.104
H  -6.267890  -3.288463  2.469116  0.086
H  -2.797300  -1.548683  0.115256  0.031
C  -4.429660  3.079157  -0.179494  -0.230
C  -5.620890  2.691067  -1.117654  -0.159
O  -6.335800  1.662867  -0.333044  -0.098
O  -3.662590  4.225627  -0.554424  -0.081
H  -3.825830  2.244417  0.176456  0.112
H  -4.662880  3.309567  0.860026  0.111
H  -5.299460  2.180547  -2.025484  0.108
H  -6.311570  3.500707  -1.353354  0.113
H  -7.206850  1.422867  -0.657504  0.078
H  -4.199450  5.021447  -0.547654  0.094
C  2.687130  -1.595173  0.685656  -0.246
C  3.272340  -0.601643  1.689706  -0.210
O  2.242310  0.132277  2.327026  -0.060
O  1.869580  -1.058973  -0.298284  -0.052
H  2.149190  -2.301253  1.318256  0.120
H  3.438410  -2.250623  0.245136  0.122
H  3.822930  0.115617  1.081046  0.106
H  3.951690  -1.108413  2.375106  0.134
H  2.713860  0.791017  2.842116  0.088
H  1.520340  -1.852203  -0.711104  0.050
C  -1.517890  -5.656403  2.733126  -0.209
C  -1.065460  -4.633233  1.560726  -0.256
O  -0.190250  -3.757763  2.107986  -0.050
O  -2.231270  -5.133663  3.845166  -0.071
H  -0.569270  -6.010493  3.136676  0.108
H  -2.071950  -6.433153  2.206076  0.102
H  -1.944300  -4.074343  1.239206  0.094
H  -0.642050  -5.189813  0.724646  0.111
H  -0.643840  -2.911703  2.101496  0.055
H  -2.463860  -4.209203  3.731746  0.051
C  -0.142270  4.238507  0.444846  -0.183
C  1.096950  4.009827  1.349656  -0.229
O  0.946350  2.937797  2.194326  -0.085
O  -0.874890  3.074487  0.107346  -0.071
H  0.170600  4.724027  -0.479534  0.127
H  -0.825670  4.881327  0.999686  0.121
H  1.352660  4.824687  2.026946  0.134
H  1.975410  3.681877  0.793916  0.099
H  1.048800  3.105277  3.134036  0.095
H  -1.638380  3.380417  -0.387724  0.068

Cartesian forces, eV/Å:
Be -0.870 -0.788 -0.444
C 0.843 0.808 -1.185
O -1.743 2.487 2.193
O 1.601 -0.005 0.647
C -2.283 -1.048 -4.022
F -0.220 -0.919 0.460
F 2.384 0.639 1.424
F 0.039 0.090 0.661
C 1.611 1.914 -0.764
C -0.488 -1.215 -1.148
H -0.053 -0.305 -0.670
H -0.752 -0.536 0.036
H -0.086 0.309 0.454
H 0.552 -1.197 0.854
H 0.808 0.529 -0.402
H -0.736 -0.190 0.713
C -0.878 -0.072 4.457
O -1.867 1.082 -0.688
O 1.190 -1.033 0.103
C -0.336 -0.556 -1.762
F 1.821 0.503 1.228
F -0.869 1.078 0.390
F -0.836 -0.661 0.531
C 0.616 -2.889 -2.567
C -1.368 1.203 1.633
H 0.017 0.102 0.964
H 0.974 -0.328 -0.831
H 0.429 0.012 -0.052
H 0.343 0.257 -0.624
H 0.390 0.617 1.068
H -0.706 -0.089 -1.282
C 0.317 -1.042 -0.579
C 1.937 1.734 -0.445
O -0.684 -0.340 1.355
O -0.578 0.467 1.137
H -0.712 -0.228 0.239
H 0.345 -0.863 -0.558
H -0.696 0.207 -0.492
H 0.287 0.079 -0.098
H -0.739 -0.203 -1.034
H 0.079 0.091 0.398
C 0.122 0.526 0.617
C 0.705 -1.779 0.769
O 0.059 -1.035 -1.318
O -0.657 0.116 0.115
H 0.329 0.942 -0.131
H -0.325 0.125 0.088
H -0.143 0.291 -0.225
H 0.026 0.536 0.306
H -0.218 0.202 -0.283
H 0.077 0.087 0.130
C -1.823 -0.376 -3.142
C 2.962 -0.752 0.837
O -0.709 0.922 0.125
O -0.165 0.834 0.822
H -0.042 -0.173 1.412
H 0.747 -0.528 -0.054
H -0.252 0.119 0.482
H -0.684 -0.119 -0.472
H -0.145 0.108 0.301
H 0.163 0.219 -0.319
C -0.892 2.345 1.057
C 0.680 -0.359 0.581
O -0.375 -0.299 -0.910
O -0.924 -1.841 -0.381
H -0.194 0.020 -0.672
H 0.926 -0.032 -0.222
H 0.655 0.142 -0.313
H -0.161 -0.151 0.456
H 0.357 -0.089 -0.021
H 0.161 0.292 0.370
C -0.801 0.769 1.263
C -0.294 -1.695 1.696
O 0.926 0.769 0.108
O 0.902 -0.782 -1.009
H 0.798 -0.394 -1.619
H -1.826 0.241 0.020
H 0.346 0.445 -0.153
H 0.313 0.295 0.069
H 0.093 0.337 -0.450
H -0.194 -0.159 0.109
C 0.513 -1.439 2.505
C 0.308 0.186 -2.388
O -0.514 -0.091 -0.075
O -0.322 1.530 -0.078
H -0.718 -0.118 -0.001
H 0.622 0.516 -0.145
H 0.596 0.156 0.093
H -0.199 -0.092 0.105
H -0.340 0.347 0.141
H -0.728 -0.172 -0.465
C 0.962 1.087 -1.728
C -2.357 -1.950 1.780
O 1.647 1.781 0.464
O -0.232 -0.076 -0.367
H -0.041 -0.462 -0.124
H -0.197 -0.339 0.426
H -0.253 -0.294 -0.488
H 0.011 -0.167 -0.011
H 0.509 0.375 0.077
H 0.170 0.115 -0.231
C 0.187 0.924 0.665
C 0.806 0.140 -0.606
O -0.934 -2.986 0.848
O 1.482 -1.092 0.490
H 0.211 0.274 0.115
H -0.074 0.300 -0.075
H -0.184 0.881 -0.941
H 0.051 0.932 -0.835
H -0.169 0.110 -0.218
H -0.417 -0.191 -0.272